Entry 1:
The following is a quantum chemistry calculation of an isolated molecule of C18H12Cl2N4O2, from OMol25.

Structure (XYZ):
```
38
Properties=species:S:1:pos:R:3
N -1.64 2.14 4.26
C -1.64 1.49 3.28
C -1.41 0.77 2.01
C -2.04 -0.60 2.23
C -1.73 -1.37 3.37
N -1.48 -2.02 4.33
C -2.56 -1.37 1.08
O -2.39 -2.59 0.98
C -3.22 -0.60 -0.01
Cl -3.99 -1.47 -1.24
C -3.07 0.76 -0.05
Cl -3.63 1.65 -1.38
C -2.19 1.49 0.90
O -2.04 2.70 0.79
C 0.95 3.96 1.97
N 1.25 3.10 0.85
C 0.91 1.78 0.80
C 0.19 0.96 1.82
N 1.31 1.36 -0.42
C 1.10 -0.01 -0.86
C 1.67 2.43 -1.23
C 1.63 3.55 -0.43
C 1.89 4.84 -0.94
C 2.22 4.93 -2.30
C 2.27 3.79 -3.12
C 1.97 2.51 -2.60
H 1.13 4.99 1.66
H -0.10 3.82 2.25
H 1.58 3.73 2.82
H 0.57 -0.08 1.77
H 0.47 1.40 2.80
H 1.34 -0.05 -1.93
H 1.75 -0.69 -0.31
H 0.06 -0.30 -0.69
H 1.84 5.71 -0.30
H 2.47 5.90 -2.75
H 2.54 3.90 -4.17
H 1.99 1.62 -3.21
```

Orbital gap: 5.951 eV
LUMO: -1.317 eV

Charges obtained by Löwdin population analysis, quoted in units of e:
1. N 0.190
2. C -0.178
3. C -0.294
4. C -0.170
5. C -0.249
6. N 0.124
7. C -0.432
8. O 0.023
9. C -0.601
10. Cl 0.773
11. C -0.620
12. Cl 0.742
13. C -0.336
14. O 0.067
15. C 0.027
16. N 0.011
17. C -0.128
18. C 0.028
19. N 0.005
20. C 0.040
21. C -0.131
22. C -0.122
23. C 0.018
24. C -0.064
25. C -0.061
26. C 0.019
27. H 0.094
28. H 0.094
29. H 0.107
30. H 0.144
31. H 0.126
32. H 0.095
33. H 0.109
34. H 0.107
35. H 0.111
36. H 0.114
37. H 0.111
38. H 0.108

***

Entry 2:
The following is a quantum chemistry calculation of C18H12FeN3O3S2 as an isolated structure, from OMol25.

Structure (XYZ):
```
39
Properties=species:S:1:pos:R:3
Fe 1.73 0.28 0.01
C 0.75 -4.05 -0.90
C 1.27 -2.76 -0.98
N 0.88 -1.77 -0.21
C -0.10 -1.99 0.71
C -0.64 -3.29 0.91
C -0.19 -4.32 0.06
C -1.60 -3.48 1.92
C -1.99 -2.42 2.69
C -1.54 -1.12 2.44
C -0.62 -0.86 1.43
N -0.18 0.37 1.01
C -0.98 1.38 0.56
C -2.04 1.98 1.23
C -2.85 2.93 0.59
C -2.68 3.26 -0.72
C -1.61 2.71 -1.44
C -1.36 3.00 -2.80
C -0.29 2.43 -3.43
C 0.57 1.61 -2.69
N 0.38 1.33 -1.42
C -0.71 1.83 -0.79
H 1.10 -4.82 -1.57
H 2.04 -2.52 -1.71
H -0.58 -5.32 0.19
H -1.99 -4.48 2.08
H -2.68 -2.59 3.51
H -1.92 -0.33 3.06
H -2.25 1.74 2.25
H -3.64 3.40 1.16
H -3.35 3.95 -1.22
H -2.03 3.67 -3.33
H -0.09 2.62 -4.48
H 1.45 1.18 -3.15
O 6.08 2.39 0.10
S 5.83 1.37 1.09
O 6.50 0.11 0.91
O 5.58 1.80 2.44
S 3.77 0.78 0.49
```

2S+1: 6
Orbital gap (spin up / spin down): 7.186 / 6.198 eV
LUMO (spin up / spin down): -0.797 / -1.808 eV

Charges obtained by Löwdin population analysis, quoted in units of e:
1. Fe 0.630
2. C -0.040
3. C -0.109
4. N 0.030
5. C -0.143
6. C -0.152
7. C 0.009
8. C -0.044
9. C -0.071
10. C -0.004
11. C -0.223
12. N -0.034
13. C -0.223
14. C -0.004
15. C -0.071
16. C -0.044
17. C -0.152
18. C 0.009
19. C -0.040
20. C -0.108
21. N 0.030
22. C -0.143
23. H 0.108
24. H 0.118
25. H 0.123
26. H 0.111
27. H 0.108
28. H 0.101
29. H 0.101
30. H 0.108
31. H 0.111
32. H 0.123
33. H 0.108
34. H 0.118
35. O -0.354
36. S 0.197
37. O -0.353
38. O -0.353
39. S 0.422

***

Entry 3:
The following is a quantum chemistry calculation of C18H12N4O6PdS as an isolated structure, from OMol25.

Structure (XYZ):
```
42
Properties=species:S:1:pos:R:3
Pd 0.73 -0.25 0.95
O 1.04 -3.87 -1.00
C 1.16 -2.80 -0.46
N 0.11 -1.95 -0.07
C -1.14 -2.30 -0.16
C -1.70 -3.62 -0.24
C -2.98 -3.77 0.18
C -3.82 -2.67 0.63
C -3.41 -1.40 0.52
C -2.12 -1.17 -0.11
N -1.77 -0.15 -0.79
C -2.63 0.96 -0.89
O -3.74 0.89 -1.35
C -2.02 2.24 -0.40
C -2.86 3.25 0.04
C -2.28 4.41 0.52
C -0.90 4.51 0.54
C -0.15 3.44 0.06
N -0.69 2.32 -0.40
C 2.51 -2.22 -0.14
C 3.67 -2.92 -0.41
C 4.89 -2.34 -0.08
C 4.89 -1.08 0.50
C 3.69 -0.44 0.74
N 2.53 -1.01 0.41
H -1.08 -4.47 -0.49
H -3.38 -4.77 0.23
H -4.80 -2.91 1.04
H -4.03 -0.56 0.80
H -3.93 3.11 0.00
H -2.90 5.22 0.90
H -0.41 5.39 0.93
H 0.93 3.48 0.08
H 3.60 -3.90 -0.87
H 5.81 -2.86 -0.28
H 5.82 -0.60 0.78
H 3.62 0.53 1.21
O 0.00 0.66 4.20
S -0.10 1.28 2.91
O -0.90 0.39 1.93
O 1.27 1.21 2.16
O -0.62 2.62 2.89
```

Orbital gap: 6.317 eV
LUMO: -2.535 eV

Charges obtained by Löwdin population analysis, quoted in units of e:
1. Pd 1.021
2. O 0.128
3. C -0.360
4. N 0.057
5. C -0.144
6. C 0.014
7. C -0.010
8. C -0.039
9. C 0.028
10. C -0.221
11. N 0.233
12. C -0.391
13. O 0.120
14. C -0.221
15. C 0.006
16. C -0.049
17. C -0.053
18. C -0.141
19. N 0.114
20. C -0.174
21. C 0.021
22. C -0.030
23. C -0.022
24. C -0.071
25. N -0.023
26. H 0.108
27. H 0.118
28. H 0.114
29. H 0.131
30. H 0.119
31. H 0.111
32. H 0.111
33. H 0.112
34. H 0.127
35. H 0.117
36. H 0.116
37. H 0.120
38. O -0.305
39. S 0.326
40. O -0.454
41. O -0.467
42. O -0.289

***

Entry 4:
The following is a quantum chemistry calculation of C18H12N5OReS2 as an isolated structure, from OMol25.

Structure (XYZ):
```
39
Properties=species:S:1:pos:R:3
Re -0.13 -0.10 -0.41
S 2.10 0.13 -0.20
C 1.90 1.84 -0.57
S 0.18 2.18 -0.67
C 2.90 2.70 -0.82
C 4.27 2.27 -0.74
N 5.35 1.90 -0.65
C 2.60 4.07 -1.16
N 2.35 5.15 -1.45
N -2.20 0.12 -0.49
C -3.35 0.23 -0.54
N -4.63 0.32 -0.62
C -5.52 -0.39 0.34
C -6.10 0.64 1.29
O -6.76 1.66 0.58
C -5.88 2.38 -0.26
C -5.28 1.47 -1.31
H -4.95 -1.17 0.85
H -6.31 -0.85 -0.26
H -5.31 1.06 1.92
H -6.84 0.16 1.94
H -5.09 2.85 0.34
H -6.46 3.17 -0.74
H -4.55 1.97 -1.94
H -6.06 1.04 -1.94
N 0.27 -10.06 -0.02
C 0.22 -8.91 -0.07
C 0.16 -7.47 -0.13
C 0.16 -6.73 1.05
C 0.09 -5.35 0.99
C 0.04 -4.72 -0.26
C 0.05 -5.46 -1.44
C 0.12 -6.84 -1.38
C -0.02 -3.30 -0.31
C -0.06 -2.07 -0.35
H 0.20 -7.24 2.00
H 0.09 -4.77 1.90
H 0.02 -4.96 -2.40
H 0.13 -7.43 -2.28
```

ΔE to the lowest compared entry with this formula, charge and spin: 29.70 kcal per mole
2S+1: 2
Orbital gap (spin up / spin down): 5.800 / 6.123 eV
Net charge: +1
LUMO (spin up / spin down): -6.217 / -6.311 eV

Charges obtained by Löwdin population analysis, quoted in units of e:
1. Re 0.951
2. S 0.651
3. C -1.032
4. S 0.583
5. C -0.311
6. C -0.191
7. N 0.215
8. C -0.192
9. N 0.213
10. N -0.010
11. C -0.180
12. N -0.043
13. C -0.064
14. C -0.175
15. O -0.106
16. C -0.173
17. C -0.064
18. H 0.139
19. H 0.141
20. H 0.136
21. H 0.141
22. H 0.136
23. H 0.141
24. H 0.140
25. H 0.141
26. N 0.188
27. C -0.159
28. C -0.200
29. C 0.000
30. C 0.002
31. C -0.235
32. C 0.003
33. C 0.000
34. C -0.032
35. C -0.271
36. H 0.131
37. H 0.128
38. H 0.128
39. H 0.131

***

Entry 5:
The following is a quantum chemistry calculation of C18H13BN2O11S2 as an isolated structure, from OMol25.

Structure (XYZ):
```
47
Properties=species:S:1:pos:R:3
O 1.98 3.22 1.00
B 1.40 4.44 0.76
O 1.81 5.52 1.50
O 0.43 4.60 -0.25
C -0.84 4.32 0.17
C -1.20 3.01 0.61
C -2.44 2.67 1.03
C -3.45 3.68 1.05
N -4.71 3.56 1.45
S -5.36 5.03 1.27
N -4.12 5.83 0.68
C -3.09 4.97 0.61
C -1.79 5.30 0.15
S -1.36 6.89 -0.43
H 1.78 2.66 0.24
H 1.87 5.28 2.43
H -0.44 2.24 0.60
H -2.65 1.67 1.35
H -2.45 7.59 -0.09
C 3.53 -2.29 0.27
C 2.71 -1.35 -0.22
C 2.26 -0.19 0.62
O 1.52 0.63 0.09
C 2.72 -0.09 1.98
C 3.55 -1.03 2.47
C 4.02 -2.19 1.63
O 4.78 -2.98 2.15
O 4.01 -1.01 3.71
O 2.22 -1.38 -1.45
H 3.86 -3.13 -0.32
H 2.38 0.75 2.57
H 4.58 -1.79 3.80
H 1.66 -0.59 -1.55
C -2.11 -3.65 -2.82
C -0.79 -3.50 -2.61
C 0.03 -4.55 -1.92
O 1.22 -4.32 -1.80
C -0.63 -5.75 -1.45
C -1.94 -5.91 -1.66
C -2.77 -4.86 -2.37
O -3.95 -5.09 -2.53
O -2.62 -6.98 -1.26
O -0.11 -2.42 -2.98
H -2.71 -2.90 -3.31
H -0.03 -6.50 -0.95
H -3.54 -6.83 -1.54
H 0.81 -2.58 -2.70
```

Orbital gap: 6.279 eV
LUMO: -1.900 eV

Charges obtained by Löwdin population analysis, quoted in units of e:
1. O 0.191
2. B -0.798
3. O 0.208
4. O 0.127
5. C -0.283
6. C 0.014
7. C 0.001
8. C -0.380
9. N -0.218
10. S 1.010
11. N -0.251
12. C -0.376
13. C -0.470
14. S 0.885
15. H 0.081
16. H 0.113
17. H 0.102
18. H 0.114
19. H -0.130
20. C 0.086
21. C -0.222
22. C -0.287
23. O 0.082
24. C 0.083
25. C -0.229
26. C -0.306
27. O 0.120
28. O 0.127
29. O 0.098
30. H 0.140
31. H 0.137
32. H 0.124
33. H 0.124
34. C 0.076
35. C -0.234
36. C -0.311
37. O 0.106
38. C 0.076
39. C -0.237
40. C -0.315
41. O 0.110
42. O 0.118
43. O 0.109
44. H 0.136
45. H 0.136
46. H 0.121
47. H 0.093

***

Number 1: electronic energy -1982.91823 hartree. Number 2: electronic energy -3143.18399 hartree. Number 3: electronic energy -1889.65742 hartree. Number 4: electronic energy -1916.35132 hartree. Number 5: electronic energy -2452.24511 hartree.